[1]
Computed, not measured: a cluster of 14 separate species, C80H115F12N18O25S12 in total in a non-equilibrium geometry, with ωB97M-V/def2-TZVPD.

Calculated values
Total energy (a.u.): -11958.29188
HOMO level (eV): -13.30
Frontier orbital gap (eV): 2.7
Molecular weight (Da): 2341.68
LUMO (eV): -10.565

Geometry as ORCA input:
```
! wB97M-V def2-TZVPD RIJCOSX def2/J DEFGRID3
* xyz 5 1
C -8.93175 -20.91057 -2.05363
C -7.49172 -20.44857 -2.20393
O -6.74757 -21.36344 -1.41282
H -9.66348 -20.11722 -2.20618
H -9.31961 -21.41067 -1.16618
H -9.16767 -21.59623 -2.86745
H -7.39383 -19.45055 -1.77674
H -7.35467 -20.34479 -3.28029
C -12.23950 -23.34647 -5.76820
N -13.29306 -22.38957 -5.27537
C -13.19529 -21.03544 -5.48827
C -14.23950 -20.16867 -5.09632
C -15.33591 -20.68245 -4.38284
C -15.38664 -22.08953 -4.22969
C -14.38824 -22.90413 -4.74116
C -16.39420 -19.79442 -4.00768
C -17.55234 -19.65756 -4.82946
C -18.46397 -18.63245 -4.60508
N -18.15207 -17.73735 -3.69876
C -17.14027 -17.89130 -2.81677
C -16.22834 -18.97523 -2.88972
C -19.14358 -16.57463 -3.52839
H -11.36844 -22.69312 -5.81801
H -12.47615 -23.89373 -6.68067
H -12.09989 -24.00633 -4.91193
H -12.37171 -20.73003 -6.11664
H -14.28152 -19.15851 -5.47605
H -16.24324 -22.51892 -3.73142
H -14.54201 -23.97172 -4.79606
H -17.60957 -20.29816 -5.69708
H -19.21999 -18.48569 -5.36224
H -17.25948 -17.11250 -2.07809
H -15.43755 -19.30708 -2.23326
H -19.26414 -16.18142 -4.53782
H -18.84830 -15.90720 -2.71879
H -20.13614 -16.96417 -3.30215
C -3.90826 -21.87761 -2.87435
N -4.10693 -22.69274 -4.09011
C -3.18022 -22.85069 -4.95968
C -3.34132 -23.65383 -6.02344
C -4.48823 -24.42753 -6.19421
C -5.53926 -24.14877 -5.29402
C -5.35232 -23.23203 -4.28947
C -4.67819 -25.39355 -7.34409
C -5.64708 -26.31742 -7.14944
C -5.93774 -27.30468 -8.03467
N -5.02441 -27.53258 -9.06308
C -4.03266 -26.68906 -9.34829
C -3.85170 -25.53743 -8.50526
C -5.25094 -28.76265 -9.81824
H -4.09622 -22.45447 -1.96881
H -4.64533 -21.07462 -2.86859
H -2.90051 -21.48968 -2.72588
H -2.27300 -22.31285 -4.72715
H -2.55620 -23.77573 -6.75497
H -6.52145 -24.59621 -5.33262
H -6.16999 -22.97628 -3.63189
H -6.33589 -26.42874 -6.32510
H -6.67832 -28.07038 -7.85677
H -3.43817 -26.79715 -10.24344
H -3.00211 -24.87194 -8.54662
H -6.09451 -28.55706 -10.47718
H -5.39051 -29.52071 -9.04755
H -4.29330 -28.99047 -10.28635
C -12.99634 -9.37691 -9.78827
N -12.28857 -10.09564 -8.64327
C -13.06228 -10.81934 -7.76879
C -12.51455 -11.40378 -6.57473
C -11.17755 -11.24702 -6.33998
C -10.43375 -10.45822 -7.19519
C -10.93765 -9.86245 -8.37246
C -10.54761 -11.98864 -5.25561
C -10.95072 -13.34917 -4.96942
C -10.26158 -14.02765 -3.93773
N -9.21457 -13.45283 -3.26228
C -8.78658 -12.21939 -3.52898
C -9.37765 -11.47813 -4.58455
C -8.50507 -14.23703 -2.18648
H -12.63072 -9.88420 -10.68107
H -12.64314 -8.34649 -9.74842
H -14.06897 -9.42329 -9.60010
H -14.11535 -10.76932 -8.00320
H -13.16409 -12.04346 -5.99567
H -9.37022 -10.32695 -7.06080
H -10.34446 -9.30887 -9.08526
H -11.80865 -13.77462 -5.46877
H -10.50781 -15.03559 -3.63802
H -7.97920 -11.78819 -2.95574
H -9.14559 -10.44414 -4.79286
H -7.52980 -13.77695 -2.02749
H -8.34753 -15.26054 -2.52664
H -9.03766 -14.29293 -1.23710
C -17.23539 -26.16718 10.73233
N -16.79637 -25.42739 9.57798
C -16.95098 -25.87300 8.32917
C -16.29803 -25.24577 7.26322
C -15.35004 -24.21467 7.46294
C -15.27819 -23.68258 8.77862
C -16.03585 -24.25533 9.78484
C -14.36220 -23.93624 6.37919
C -13.20465 -23.22167 6.71205
C -12.28137 -22.89130 5.70168
N -12.56523 -23.22360 4.43331
C -13.71484 -23.84222 4.06576
C -14.58443 -24.32278 5.05992
C -11.54438 -22.92899 3.45379
H -16.37448 -26.70066 11.13523
H -17.99033 -26.88607 10.41394
H -17.65716 -25.44309 11.42940
H -17.61896 -26.69819 8.13105
H -16.47946 -25.64706 6.27709
H -14.69200 -22.79434 8.96253
H -16.00531 -23.91913 10.81072
H -13.08100 -22.99005 7.75965
H -11.36717 -22.35704 5.91429
H -13.83524 -24.07330 3.01766
H -15.39948 -24.89321 4.63956
H -11.88502 -22.91447 2.41848
H -10.90967 -23.76634 3.74375
H -11.04035 -22.00455 3.73569
C -3.22192 -26.05841 1.30305
N -4.59831 -25.89313 1.03438
C -5.57632 -26.63846 1.57103
C -6.90979 -26.42041 1.22962
C -7.29300 -25.40386 0.37996
C -6.27232 -24.63537 -0.27074
C -4.92516 -24.98326 -0.00985
C -8.73987 -25.16788 0.11872
C -9.25166 -23.90079 -0.20074
C -10.58397 -23.60120 -0.44309
N -11.46837 -24.59360 -0.42208
C -11.12152 -25.90873 -0.16401
C -9.70484 -26.20218 0.01035
C -12.82105 -24.24678 -0.91466
H -2.86363 -26.78545 0.57426
H -3.11582 -26.31982 2.35591
H -2.85654 -25.03158 1.28829
H -5.17134 -27.22352 2.38349
H -7.59372 -27.11273 1.69794
H -6.48344 -23.78178 -0.89781
H -4.12348 -24.46758 -0.51757
H -8.52499 -23.10400 -0.14191
H -10.97003 -22.61384 -0.64919
H -11.91918 -26.61405 -0.34471
H -9.47590 -27.21980 0.29042
H -12.71458 -24.44467 -1.98124
H -13.00043 -23.17299 -0.86085
H -13.68489 -24.73055 -0.45875
C -7.49006 -22.54611 -7.84395
C -8.75129 -21.75178 -8.25819
C -9.24804 -20.84024 -7.03467
N -8.72995 -19.35243 -6.91828
C -9.15230 -18.84816 -5.52929
C -8.64530 -17.48585 -5.22586
C -7.14281 -17.53157 -5.19012
C -6.57578 -18.07704 -6.58014
C -7.25527 -19.34826 -7.12856
C -9.45074 -18.64956 -8.04473
H -7.21825 -23.24702 -8.63322
H -7.71407 -22.97647 -6.86789
H -6.62115 -21.90369 -7.70116
H -9.55887 -22.42783 -8.53907
H -8.55457 -21.22468 -9.19177
H -8.99724 -21.21308 -6.04160
H -10.31247 -20.78516 -7.26281
H -8.85248 -19.58697 -4.78607
H -10.22187 -19.01853 -5.40647
H -8.91114 -17.22817 -4.20066
H -8.90518 -16.82566 -6.05334
H -6.81307 -18.18934 -4.38594
H -6.72279 -16.52958 -5.10243
H -5.49723 -18.07685 -6.73774
H -6.81477 -17.18066 -7.15240
H -6.78132 -20.01796 -6.41095
H -7.02823 -19.52847 -8.17931
H -9.22561 -19.14429 -8.98954
H -8.85482 -17.74956 -8.19632
H -10.45187 -18.28063 -7.82176
C -8.29388 -20.20860 1.91061
C -7.82179 -18.80824 1.49858
C -6.40777 -18.54159 2.09106
N -5.59450 -17.27795 1.52676
C -5.09600 -17.53425 0.05474
C -3.96055 -18.60292 -0.13415
C -2.79579 -18.31563 0.75697
C -3.21935 -18.07000 2.27791
C -4.28684 -16.94741 2.41146
C -6.44339 -16.02864 1.44016
H -8.33683 -20.26149 2.99848
H -7.84398 -21.09657 1.46654
H -9.36407 -20.27608 1.71504
H -8.61367 -18.14044 1.83780
H -7.80229 -18.77841 0.40917
H -5.77738 -19.32862 1.67718
H -6.29098 -18.59448 3.17350
H -5.94403 -17.77021 -0.58813
H -4.60111 -16.66991 -0.38808
H -4.38281 -19.55106 0.19874
H -3.56249 -18.67782 -1.14610
H -2.06622 -19.12343 0.69971
H -2.18472 -17.51883 0.33295
H -3.54992 -19.04887 2.62524
H -2.32475 -17.82077 2.84858
H -4.58804 -16.95166 3.45901
H -3.87019 -15.99728 2.07714
H -5.83090 -15.25353 0.97955
H -6.60539 -15.61477 2.43543
H -7.34732 -16.24914 0.87236
N -1.64456 -20.31127 -5.91723
S -2.14469 -20.25066 -7.35689
O -1.46219 -19.41473 -8.30092
O -3.55586 -20.56544 -7.65208
F -1.53906 -21.68848 -7.84593
S -2.61729 -19.00004 -5.42150
O -3.95750 -19.44163 -4.96118
O -2.53890 -17.75655 -6.17999
F -1.87582 -18.62289 -3.92923
N -11.19500 -15.97719 -1.66913
S -11.80411 -17.38832 -1.77761
O -13.22633 -17.41598 -2.19926
O -11.29341 -18.36826 -0.81896
F -11.12726 -17.86597 -3.11040
S -11.28823 -15.82952 -0.01838
O -10.25558 -16.59096 0.71725
O -12.61447 -15.69703 0.52113
F -10.78523 -14.30118 0.13624
N -14.04988 -22.09583 1.29173
S -15.72881 -21.95716 1.04687
O -16.19232 -21.32420 -0.18805
O -16.50699 -21.83664 2.23283
F -15.98565 -23.52722 0.65391
S -13.90626 -20.66351 1.27068
O -14.49901 -19.83049 2.40048
O -13.80324 -19.90275 0.06350
F -12.31530 -20.77356 1.63471
N -8.48570 -26.41009 -4.90321
S -9.41617 -25.44799 -5.87003
O -9.49603 -24.02040 -5.44550
O -10.62384 -26.00211 -6.49315
F -8.41613 -25.35778 -7.10990
S -8.81892 -25.93392 -3.57578
O -10.20789 -25.63220 -3.11611
O -7.75833 -25.08398 -3.04763
F -8.63148 -27.42379 -2.89311
N -3.56222 -14.87232 -2.07504
S -3.94578 -13.32321 -2.58873
O -5.25382 -12.80999 -2.22965
O -3.28523 -12.88636 -3.84309
F -3.15001 -12.44883 -1.46734
S -4.40553 -15.52506 -3.13202
O -3.87895 -15.55689 -4.50429
O -5.87622 -15.62767 -2.88281
F -4.12874 -17.12798 -2.82685
N -1.91214 -23.93105 -0.93608
S -1.36579 -22.64613 -0.08551
O -1.52279 -21.45457 -0.87247
O -0.32917 -22.89930 0.91103
F -2.70161 -22.68043 0.80521
S -0.61593 -24.35966 -1.55007
O 0.43297 -24.90535 -0.71707
O -0.16161 -23.51586 -2.65679
F -1.08333 -25.77120 -2.15395
*
```

[2]
Computed, not measured: a cluster of 2 separate species, C2H7NO2S in total in a non-equilibrium geometry, with ωB97M-V/def2-TZVPD.

Calculated values
Total energy (a.u.): -683.60432
HOMO level (spin up / spin down) (eV): -7.91 / -7.92
Frontier orbital gap (spin up / spin down) (eV): 7.6 / 7.6
Molecular weight (Da): 109.15
LUMO (spin up / spin down) (eV): -0.288 / -0.292

Geometry as ORCA input:
```
! wB97M-V def2-TZVPD RIJCOSX def2/J DEFGRID3
* xyz 0 1
C -1.76893 1.99082 -0.10732
C 1.16897 -1.04767 -0.40205
N 2.09024 -0.18332 0.03562
O -0.55705 -0.61528 1.48756
O -1.66686 -1.29367 -0.68489
S -0.68319 -0.33568 -0.11124
H -2.55916 2.04232 -0.84268
H -1.15103 2.83802 -0.59337
H 0.97078 -1.98051 0.30392
H 1.11255 -1.30045 -1.41186
H 2.19578 -0.09985 1.01464
H 2.34655 0.60575 -0.53370
H -1.49864 -0.62046 1.84537
*
```